Formula: C16H12Cl4CrN3O
Source: the OMol25 dataset
Level of theory: the ωB97M-V functional and the def2-TZVPD basis

The geometry in XYZ format:
```
37
Properties=species:S:1:pos:R:3:forces:R:3:lowdin_spin:R:1
Cr -1.3900 0.7183 -0.0616 -1.0 0.4 0.7 2.928
Cl -3.8811 -1.4279 0.1558 -0.3 -0.5 0.0 -0.008
C -3.4771 0.3103 -0.0872 0.6 0.3 0.0 -0.032
Cl -1.8817 2.9207 -0.0002 0.0 0.4 0.0 0.016
H -3.9220 0.8340 0.7585 0.1 0.0 0.0 0.004
H -3.9938 0.6178 -0.9935 0.1 0.0 -0.1 0.000
O -1.2443 0.5702 1.8722 -0.1 -0.3 0.4 0.038
C -0.2945 0.6017 2.7345 0.4 0.1 -0.2 0.005
C -0.6058 0.4966 4.1160 -0.1 0.0 0.0 0.002
C 0.3622 0.5193 5.0872 0.0 0.0 -0.1 0.001
C 1.7119 0.6488 4.7407 0.1 0.0 0.2 0.005
C 2.0489 0.7544 3.4116 0.0 0.0 -0.2 0.001
C 1.0891 0.7310 2.3895 -0.3 -0.1 0.5 0.005
C 1.4910 0.8621 1.0055 0.1 0.1 -0.5 0.008
N 0.7093 1.0147 -0.0553 0.2 0.0 0.2 0.012
C 1.5196 1.1431 -1.1545 0.1 0.1 -0.1 0.006
C 2.8176 1.0567 -0.7737 0.0 0.0 -0.1 0.002
N 2.7892 0.8703 0.5906 -0.1 0.1 0.1 0.003
H -1.6546 0.4028 4.3673 0.0 0.0 0.0 0.000
H 0.0820 0.4451 6.1316 0.0 0.0 0.0 0.000
H 2.4779 0.6743 5.5053 0.0 0.0 0.0 0.000
H 3.0979 0.8743 3.1584 0.0 0.0 0.0 0.000
H 1.1032 1.3066 -2.1336 0.0 0.0 0.0 0.002
H 3.7341 1.1051 -1.3343 0.0 0.0 0.0 0.000
H 3.5864 0.7655 1.1873 0.0 0.0 0.0 0.000
Cl -0.6148 -1.6944 -0.3241 0.2 -0.6 0.1 0.032
C -0.5274 -1.6954 -2.0523 -0.1 0.2 -0.2 0.147
C -0.0192 -2.7619 -2.7405 0.1 -0.2 0.2 -0.014
C 0.0182 -2.7178 -4.1365 -0.1 0.1 0.0 0.194
C -0.4627 -1.5941 -4.8139 0.0 0.0 -0.1 -0.015
C -0.9721 -0.5248 -4.1207 0.0 0.0 0.1 0.148
Cl -1.5499 0.8557 -4.9795 0.0 0.0 -0.1 0.039
C -1.0295 -0.4788 -2.6715 0.0 -0.2 0.2 0.040
N -1.4429 0.5350 -1.9860 0.1 0.1 -1.3 0.422
H 0.3469 -3.6284 -2.2036 0.0 0.0 0.0 -0.005
H 0.4171 -3.5543 -4.6938 0.0 0.0 0.0 0.014
H -0.4393 -1.5567 -5.8955 0.0 0.0 0.0 -0.005
```
Positions in Å, forces in eV/Å.

Computed properties:
**Kohn-Sham gap (alpha / beta)**: 7.1 / 6.4 eV
**HOMO energy (alpha / beta)**: -4.46 / -4.80 eV
**LUMO (alpha / beta)**: 2.602 / 1.610 eV
**Expectation value of S²**: 6.091
**F_max**: 1.3 eV/A
**E**: -101818.9751 eV
**2S+1**: 5
**Net charge**: -1

***

Formula: C5H3NO
Source: the OMol25 dataset
Level of theory: the ωB97M-V functional and the def2-TZVPD basis

The geometry in XYZ format:
```
10
Properties=species:S:1:pos:R:3:forces:R:3:lowdin_charge:R:1
C 2.2252 0.3118 0.6176 0.3 -0.4 -0.7 0.124
C 1.3599 0.0599 -0.1840 0.6 -0.2 0.2 -0.104
C 0.0184 -0.1426 -0.6273 0.0 0.3 0.6 -0.226
C -0.8424 -1.2034 -0.1865 -0.2 0.0 0.2 -0.089
N -1.9531 -0.7419 0.3054 -0.1 -0.3 -0.5 0.087
O -1.8943 0.6397 0.1577 -0.5 0.2 -0.6 -0.011
C -0.7575 0.9564 -0.4371 -0.2 0.1 0.1 -0.081
H 3.0807 0.4043 1.2409 0.1 0.2 0.0 0.026
H -0.7073 -2.2771 -0.2449 0.2 0.2 0.3 0.126
H -0.5297 1.9929 -0.6418 -0.2 0.0 0.3 0.148
```
Positions in Å, forces in eV/Å.

Computed properties:
**Kohn-Sham gap**: 10.0 eV
**HOMO energy**: -9.17 eV
**LUMO**: 0.862 eV
**Relative energy (zero: lowest compared OMol25 entry of this formula, charge and spin)**: 3.433 eV
**F_max**: 0.9 eV/A
**E**: -8766.5729 eV
**Net charge**: 0
**SMILES**: C#Cc1cnoc1

***

Formula: C6H39NO13
Source: the OMol25 dataset
Level of theory: the ωB97M-V functional and the def2-TZVPD basis

The geometry in XYZ format:
```
59
Properties=species:S:1:pos:R:3:forces:R:3:lowdin_charge:R:1
C -2.1591 2.1227 2.2441 0.0 -0.4 0.1 -0.105
N -1.1773 1.5191 1.3566 -0.3 -0.5 0.8 -0.077
C 0.2115 1.5949 1.8236 -0.2 0.1 -1.3 -0.296
C 0.7429 0.2167 2.2951 -0.6 -0.1 0.7 -0.355
C 2.1414 -0.2311 1.8594 0.1 -0.6 0.4 -0.043
C 0.6484 0.2080 3.8376 2.0 0.5 -0.5 -0.073
C 1.0814 2.3022 0.7667 0.4 -0.1 1.4 -0.206
O 0.4904 3.4993 0.3012 0.3 -0.2 -1.3 -0.058
H -3.1467 1.7904 1.9253 -0.1 0.4 0.0 0.080
H -2.0896 3.2068 2.3256 -0.2 0.4 -0.4 0.072
H -2.0461 1.8023 3.2797 0.2 -0.4 -0.1 0.071
H -1.3636 1.7768 0.3981 0.6 0.3 0.0 0.103
H 0.2659 2.2498 2.7041 -0.3 0.1 -0.1 0.135
H 0.0242 -0.5610 2.0213 0.0 0.3 -0.8 0.103
H 2.5582 0.2147 0.9588 -0.3 0.0 -0.1 0.060
H 2.8796 -0.1130 2.6532 0.0 0.4 0.1 0.079
H 2.1011 -1.3123 1.7176 0.1 0.0 -0.3 0.078
H 1.4243 0.9244 4.1486 -0.2 0.0 0.3 0.085
H 1.0430 -0.7419 4.2110 -0.6 -0.1 0.3 0.081
H -0.2921 0.5671 4.2357 -0.3 -0.5 0.1 0.071
H 1.2707 1.7036 -0.1183 -0.1 0.0 0.3 0.074
H 1.9983 2.5425 1.3208 0.3 -0.1 -0.5 0.132
H 0.1060 4.0160 0.9849 -0.4 0.5 1.1 0.086
H -2.7661 -0.7992 -1.6508 0.7 -0.4 0.3 -0.025
H -3.2379 -2.1075 -2.3565 0.4 0.0 0.2 0.028
O -3.5178 -1.2558 -2.0168 -1.5 0.2 -0.7 -0.068
H 1.1093 -0.4696 -3.6026 -0.6 -0.1 -0.1 0.024
H 0.2866 -1.6976 -3.8635 -0.8 0.0 -0.2 0.092
O 0.8064 -1.2989 -3.1643 -5.2 4.1 -2.6 -0.136
H -1.4387 -3.2926 3.3469 0.0 -0.3 -0.3 0.065
H -0.2780 -2.3617 3.3863 0.2 0.0 0.0 0.018
O -0.5048 -3.2562 3.1049 -0.2 0.4 0.4 -0.035
H 2.7327 1.8210 -1.6884 0.0 0.2 -0.1 0.041
H 3.3809 0.4940 -1.4474 0.2 -0.5 0.1 0.053
O 3.2861 1.1637 -2.1251 0.0 0.3 0.1 -0.026
H -0.4990 -0.8177 -1.1488 -0.2 0.2 0.0 0.032
H -1.3211 -0.3105 0.0314 0.1 0.0 0.2 0.034
O -1.2429 -1.0605 -0.5778 0.0 -0.2 0.3 -0.070
H 1.5802 -2.8670 -2.8472 0.7 0.0 0.5 0.029
H 2.4288 -1.6832 -3.2365 0.5 -1.0 0.6 0.025
O 2.3256 -2.3398 -2.5401 5.2 -3.4 1.6 -0.100
H -0.2518 -2.2812 0.2908 0.0 -0.2 -0.2 -0.006
H 0.3088 -3.2353 1.3210 -0.2 -0.4 -0.2 0.006
O 0.3211 -3.0663 0.3674 0.2 0.4 0.4 -0.077
H -0.1121 -4.7363 -2.1006 0.3 -0.1 0.3 0.026
H -0.5942 -3.4870 -1.3265 0.2 -0.5 0.2 -0.013
O -0.8631 -4.1642 -1.9641 -0.6 0.5 -0.6 -0.061
H 0.0527 3.8389 -1.4390 0.4 0.3 1.1 -0.010
H -0.2719 4.3002 -2.9041 0.0 0.2 0.3 0.052
O -0.2742 3.5662 -2.2851 -0.5 -0.5 -1.7 -0.042
H 2.3913 1.1315 -3.8507 -0.2 0.0 0.0 0.045
H 1.1120 1.9538 -3.8818 -0.2 0.1 0.0 0.050
O 1.4726 1.1098 -4.1760 0.5 0.2 -0.3 -0.050
H -0.4856 1.3808 -2.2082 -0.1 0.3 0.2 0.060
H 0.6822 0.4389 -2.2167 -0.3 0.1 0.5 0.020
O 0.1087 0.9276 -1.5994 0.4 0.0 -0.6 -0.070
H -4.8039 -2.2488 0.6806 -0.1 0.2 -0.4 0.031
H -4.4019 -0.8256 1.1631 -0.2 0.0 -0.3 0.020
O -4.2340 -1.7623 1.2746 0.4 -0.1 0.7 -0.055
```
Positions in Å, forces in eV/Å.

Computed properties:
**Kohn-Sham gap**: 8.9 eV
**HOMO energy**: -8.87 eV
**LUMO**: 0.033 eV
**Relative energy (zero: lowest compared OMol25 entry of this formula, charge and spin)**: 5.785 eV
**F_max**: 7.1 eV/A
**E**: -34960.0591 eV
**Net charge**: 0

***

Formula: C2H4N2S2
Source: the OMol25 dataset
Level of theory: the ωB97M-V functional and the def2-TZVPD basis

The geometry in XYZ format:
```
10
Properties=species:S:1:pos:R:3:forces:R:3:lowdin_spin:R:1
C 0.5957 -0.9377 -0.0890 -0.8 2.2 0.7 0.095
C -0.3647 0.0887 0.6153 1.9 -0.6 0.1 0.052
N 1.4680 -0.3891 -0.8119 0.8 0.1 -0.4 0.048
N -1.6645 -0.0188 0.0903 -0.9 0.1 -0.7 0.306
S 0.2274 -2.5561 0.2586 0.1 -1.1 0.1 0.790
S -2.7072 -1.1126 0.6696 -0.7 -0.4 0.1 0.693
H -0.3783 -0.1362 1.6820 -0.1 0.2 0.0 0.002
H 0.0612 1.0782 0.4272 0.0 -0.2 0.0 0.007
H 2.1433 -1.0030 -1.2527 0.0 -0.4 -0.1 0.003
H -1.7535 0.2769 -0.8780 -0.2 0.1 0.2 0.004
```
Positions in Å, forces in eV/Å.

Computed properties:
**Kohn-Sham gap (alpha / beta)**: 9.2 / 6.1 eV
**HOMO energy (alpha / beta)**: -8.31 / -9.02 eV
**LUMO (alpha / beta)**: 0.876 / -2.873 eV
**Relative energy (zero: lowest compared OMol25 entry of this formula, charge and spin)**: 0.000 eV
**Expectation value of S²**: 2.007
**F_max**: 2.4 eV/A
**E**: -26786.7634 eV
**2S+1**: 3
**Net charge**: 0

***

Look up the E of the third one. -34960.0591 eV